Entry 1:
The following is a DFT calculation (wB97M-V/def2-TZVPD) of C34H51CrN4OP2 as an isolated structure.

Values from the calculation:
HOMO-LUMO gap (alpha / beta) ... 5.865 / 5.406 eV
Highest occupied orbital energy (alpha / beta) ... -0.3146 / -0.3146 hartree

The geometry in ORCA input format:
```
! wB97M-V def2-TZVPD RIJCOSX def2/J DEFGRID3
* xyz 1 5
Cr 0.05784 0.15316 0.67121
P 2.30847 -0.94863 -0.00869
P -2.46383 0.57700 0.85014
O 0.33530 2.36458 2.82656
N -0.53621 -1.36716 -0.69849
N 0.92811 -1.82561 4.48189
N -0.01028 1.78455 -0.82758
N 0.24616 -1.11148 2.50416
C -2.81868 -0.18393 3.55912
C 0.71060 4.06370 -3.66010
C 4.21518 -2.88588 -0.54290
C -3.33110 1.64394 -0.49026
C 0.11450 -2.82711 3.96732
C -2.81083 -1.10582 0.29198
C 0.99543 -0.82435 3.56669
C 0.94500 4.15518 -5.03987
C 1.14481 2.98267 -5.79298
C 0.24464 1.51241 2.02854
C 4.88849 0.21110 0.66478
C -3.43528 0.75119 2.51553
C 3.77486 -2.49648 1.96077
C -3.00927 1.12491 -1.90252
C -4.92335 0.37323 2.40753
C 3.92637 0.75374 -1.63100
C 0.52955 2.80451 -3.06885
C -1.52612 -3.24454 -2.53573
C -3.29022 2.20028 3.01338
C -1.82681 -1.74173 -0.69239
C 3.63572 0.56117 -0.14201
C -2.33162 -2.74707 -1.51355
C 1.15906 1.73073 -5.15702
C 0.07361 2.62420 -1.70197
C -2.82814 3.08080 -0.28237
C 0.31799 -1.96659 -1.62242
C -4.86846 1.63204 -0.41477
C 1.73013 -1.89972 -1.44244
C -0.29349 -2.38258 2.74586
C 0.84958 1.64990 -3.80528
C -0.23286 -2.77522 -2.64551
C 3.16045 -2.61040 0.56332
C 2.11215 -3.73620 0.61680
C 3.12650 1.89493 0.42900
H -0.94125 -2.88931 2.04240
H 3.94989 2.62699 0.33750
H 4.66615 1.56464 -1.74504
H -1.77198 0.05506 3.76882
H 4.78164 -2.06472 1.95154
H 0.89576 0.69355 -3.29146
H 3.85611 -3.49759 2.41546
H 4.64387 0.09745 1.72914
H 0.99791 5.13860 -5.52725
H -3.64551 2.25235 4.05618
H -3.38111 -0.07261 4.50049
H -3.29845 0.07427 -2.02964
H 4.14086 -2.20859 -1.40612
H -3.18849 3.51207 0.65995
H -3.61028 1.70471 -2.62064
H 4.07867 -3.89623 -0.95319
H -1.96125 1.23899 -2.18034
H -2.90043 -1.75373 1.17309
H 4.34631 -0.14251 -2.10820
H -1.73797 3.14357 -0.27955
H 1.39204 0.83196 -5.73226
H 5.39325 -0.69366 0.30998
H -3.18708 3.71051 -1.11039
H 2.35827 -2.03839 -2.33310
H 0.40460 -3.05949 -3.47438
H -3.35578 -3.09821 -1.34924
H -5.24726 2.10571 -1.33510
H 0.70513 4.93923 -3.01209
H -1.94681 -3.96015 -3.23749
H 5.60644 1.04358 0.59075
H 1.41192 -1.83040 5.37836
H 5.24257 -2.80332 -0.16645
H 1.28372 3.05330 -6.87781
H -5.26904 2.21780 0.42177
H 3.14672 -1.89262 2.62696
H -3.89581 2.90831 2.43138
H 1.25674 -3.46183 1.24353
H -0.09252 -3.74392 4.49407
H 2.86993 1.82861 1.49363
H -5.27742 0.61153 -0.39429
H -5.07929 -0.55821 1.84682
H -3.80699 -1.08353 -0.16200
H 1.57891 0.06500 3.75962
H -5.30623 0.20958 3.42705
H -2.88958 -1.23792 3.26676
H 2.56086 -4.64671 1.04566
H 3.02029 1.05635 -2.17981
H 2.26478 2.29642 -0.11535
H -5.54310 1.16354 1.97142
H -2.24398 2.53692 3.00708
H 1.73033 -3.99638 -0.37404
*
```


Entry 2:
The following is a DFT calculation (wB97M-V/def2-TZVPD) of a 4-piece molecular cluster, C17H21N3O3 overall.

Values from the calculation:
HOMO-LUMO gap ... 9.596 eV
Highest occupied orbital energy ... -0.3561 hartree
SMILES string ... O=C1OCCO1.c1ccncc1.c1ccncc1.CCCC#N

The geometry in ORCA input format:
```
! wB97M-V def2-TZVPD RIJCOSX def2/J DEFGRID3
* xyz 0 1
O 1.22654 3.35189 0.15793
O 0.65949 4.19737 -1.65655
O 2.29230 5.18981 -0.58901
N -1.49678 0.35210 -0.65738
N 2.86927 0.76013 5.91769
N 0.90975 -3.34516 -2.12129
C -2.18426 -0.69243 -1.21327
C 1.28644 -3.94154 -3.23867
C -1.76433 -2.06076 0.67198
C -1.04126 0.23759 0.63398
C -0.67875 -2.03425 -3.25815
C -0.22314 3.11831 -1.55380
C -0.04575 -2.42226 -2.10541
C 1.97164 0.06070 3.49585
C -0.27541 -2.52220 -4.50045
C 2.45788 0.46520 4.84989
C -1.13250 -0.97869 1.27175
C 0.61653 -3.61291 -4.45865
C 0.87143 1.10509 2.95689
C -0.26057 1.52950 3.89574
C 0.09521 2.52057 -0.21018
C 1.45402 4.34386 -0.64284
C -2.36328 -1.88531 -0.54966
H -0.33194 -1.91238 -1.19738
H -2.65475 -0.48231 -2.16242
H 0.41568 0.69023 2.05785
H 0.09825 2.05773 4.77911
H -0.68435 1.13962 1.10869
H 1.37720 1.99636 2.58550
H 0.45984 1.51402 -0.41508
H -0.79316 0.62445 4.18784
H 0.96758 -4.17782 -5.30955
H -1.77154 -3.00270 1.20026
H 0.07043 2.41127 -2.32969
H -0.85122 -2.11721 -5.31949
H 1.72961 -0.98363 3.69304
H -0.75281 -1.21807 2.25406
H -1.51958 -1.36846 -3.13116
H -2.97167 -2.61673 -1.06082
H 2.06135 -4.68876 -3.32587
H -1.28677 3.35311 -1.59449
H -0.79369 2.57584 0.41824
H 2.90174 0.14748 2.93417
H -0.91471 2.32136 3.53080
*
```


Entry 3:
The following is a DFT calculation (wB97M-V/def2-TZVPD) of a 3-piece molecular cluster, C7H17NO overall.

Values from the calculation:
HOMO-LUMO gap ... 7.595 eV
Highest occupied orbital energy ... -0.2477 hartree

The geometry in ORCA input format:
```
! wB97M-V def2-TZVPD RIJCOSX def2/J DEFGRID3
* xyz 0 1
O 2.01425 -0.00260 -2.59604
N -0.18968 1.27783 0.54215
C 1.45527 -2.34530 -0.70590
C -1.95473 -0.10244 -0.42444
C 1.82736 -0.97058 1.39509
C -2.52444 2.20149 0.45672
C 1.48239 0.38857 -1.63293
C -1.45986 1.32569 -0.20926
C 2.00594 -1.07641 -0.10289
H 2.42372 -1.72688 1.92795
H -2.17628 -0.58184 0.53419
H 1.04536 0.45398 -0.57654
H -2.86870 -0.11017 -1.02031
H 1.54767 -2.34855 -1.79588
H -1.20515 -0.70609 -0.93702
H 2.13230 0.00566 1.78371
H 0.78574 -1.14001 1.68566
H 0.39868 -2.48059 -0.44859
H -1.21232 1.75423 -1.18552
H 1.98254 -3.23998 -0.34452
H -0.32881 0.84601 1.45095
H -2.80006 1.79534 1.43448
H 0.16046 2.21617 0.71125
H -2.15939 3.22103 0.60374
H -3.42917 2.25387 -0.15377
H 3.04691 -0.90843 -0.39227
*
```


Ordered relative energy (zero: lowest compared OMol25 entry of this formula, charge and spin) results: 218.8 653.0 441.4; unit kJ/mol.